<one>
The following is a quantum chemistry calculation of 13 unconnected molecules or ions with the total composition H26O13, from the OMol25 dataset.

```
39
Properties=species:S:1:pos:R:3:mulliken_charge:R:1
O 2.08 -1.48 2.08 -0.64
O 0.46 3.44 0.41 -0.65
O 2.51 2.20 -1.69 -0.60
O -2.86 2.69 0.64 -0.64
O -0.73 -0.09 0.59 -0.18
O -2.71 -1.79 -1.69 -0.71
O 0.19 -2.80 0.50 -0.59
O -0.51 -3.77 -2.09 -0.63
O -2.41 0.75 3.49 -0.66
O -0.53 -0.51 -2.78 -0.69
O -0.78 2.06 -1.66 -0.60
O 1.72 1.33 1.60 -0.57
O 3.05 -0.78 -0.74 -0.62
H -1.34 -1.01 -2.91 0.38
H 1.93 -0.51 2.10 0.29
H -0.54 -1.04 0.59 0.24
H 1.95 -1.75 2.99 0.33
H 0.08 -3.36 -1.44 0.32
H 2.37 2.93 -1.08 0.35
H -0.35 -3.60 0.50 0.30
H -2.13 2.09 0.45 0.31
H 0.01 -4.50 -2.44 0.30
H -0.09 3.05 -0.31 0.33
H -2.21 -2.60 -1.85 0.37
H 0.77 -2.87 1.27 0.25
H -2.33 -0.14 3.84 0.30
H 3.73 -0.42 -0.17 0.31
H 0.11 -1.15 -2.48 0.26
H -1.72 2.12 -1.87 0.28
H 2.17 1.42 -1.23 0.29
H 0.10 4.32 0.53 0.32
H 2.34 -1.02 -0.14 0.33
H -2.27 -1.33 -0.97 0.32
H 0.13 0.33 0.70 0.19
H -3.62 2.12 0.75 0.32
H 2.34 1.61 2.28 0.25
H 1.46 2.17 1.15 0.20
H -0.59 1.11 -1.70 0.32
H -1.78 0.79 2.76 0.34
```

The net charge is 0. As for the HOMO-LUMO gap: 10.32 eV. The value obtained for the HOMO energy is -0.3919 Ha.


<two>
The following is a quantum chemistry calculation of 13 unconnected molecules or ions with the total composition H26O13, from the OMol25 dataset.

```
39
Properties=species:S:1:pos:R:3:mulliken_charge:R:1
O 1.34 -6.29 0.52 -0.63
O -0.89 5.85 -1.84 -0.63
O -0.31 0.74 -0.57 -0.65
O -0.02 -4.43 -3.71 -0.64
O -3.20 2.33 3.50 -0.64
O -4.81 0.54 -2.12 -0.63
O 1.98 5.08 1.56 -0.64
O 3.70 -2.55 -0.70 -0.63
O 5.07 1.46 1.52 -0.63
O -2.24 -2.33 2.86 -0.63
O 0.03 1.81 -5.50 -0.64
O -3.36 -4.80 -0.73 -0.63
O 2.23 0.55 5.08 -0.63
H -0.04 1.62 -0.85 0.32
H 1.97 5.84 2.14 0.32
H -0.56 2.22 -6.13 0.32
H 4.32 -3.26 -0.86 0.32
H -3.57 -5.55 -0.17 0.31
H -0.36 0.96 -5.31 0.33
H 0.77 -4.18 -3.24 0.31
H 4.22 -1.86 -0.29 0.31
H -1.15 6.76 -1.92 0.31
H 5.90 1.67 1.10 0.31
H 1.07 -5.37 0.48 0.31
H -0.68 -4.56 -3.02 0.32
H 1.86 1.41 5.27 0.32
H 1.38 5.31 0.85 0.32
H -4.03 2.71 3.23 0.32
H -3.07 -4.12 -0.12 0.32
H -2.49 -2.51 3.77 0.32
H 4.58 2.28 1.52 0.32
H 0.44 0.18 -0.77 0.32
H -4.66 1.46 -1.94 0.31
H -2.60 2.53 2.78 0.32
H -1.29 5.42 -2.59 0.32
H -2.16 -1.38 2.82 0.32
H 2.19 -6.27 0.96 0.31
H 2.49 0.60 4.16 0.32
H -4.04 0.09 -1.75 0.33
```

The net charge is 0. As for the HOMO-LUMO gap: 11.01 eV. The value obtained for the HOMO energy is -0.4103 Ha.


<three>
The following is a quantum chemistry calculation of 13 unconnected molecules or ions with the total composition H26O13, from the OMol25 dataset.

```
39
Properties=species:S:1:pos:R:3:mulliken_charge:R:1
O 1.10 -2.16 0.16 -0.53
O 0.06 4.34 1.44 -0.58
O -2.36 3.35 0.38 -0.58
O -1.44 1.08 -2.64 -0.59
O 4.09 -0.27 0.44 -0.53
O 1.41 1.43 0.48 -0.55
O -0.96 -2.70 -2.14 -0.57
O -2.57 -2.83 3.56 -0.61
O 2.72 -1.00 2.22 -0.67
O -0.48 -0.68 0.98 -0.42
O 2.56 -1.65 -2.23 -0.55
O 1.21 2.14 -1.94 -0.55
O -4.98 -0.83 -1.04 -0.61
H 0.68 4.33 2.17 0.29
H 4.93 -0.17 0.91 0.27
H -2.52 2.40 0.34 0.29
H -2.95 3.66 1.07 0.30
H -0.82 0.20 0.78 0.17
H -0.76 -1.21 0.23 0.33
H -2.69 -2.29 4.35 0.31
H 0.66 1.70 -1.29 0.20
H 1.89 -0.58 1.94 0.33
H 0.86 2.18 0.25 0.33
H 2.66 -1.89 1.87 0.35
H -0.76 0.40 -2.76 0.28
H 1.80 1.68 1.32 0.23
H -3.45 -2.88 3.18 0.30
H -0.69 -3.43 -1.57 0.28
H 3.47 0.26 0.95 0.29
H 3.27 -1.12 -1.87 0.30
H 1.14 1.59 -2.72 0.33
H -1.42 -3.14 -2.87 0.26
H -5.26 -1.72 -1.27 0.30
H 0.80 -2.54 0.99 0.39
H 3.00 -2.29 -2.80 0.25
H -0.70 4.84 1.78 0.29
H 0.44 -2.44 -0.48 0.10
H -1.31 1.39 -1.74 0.27
H -5.10 -0.79 -0.08 0.30
```

The net charge is 0. As for the HOMO-LUMO gap: 9.47 eV. The value obtained for the HOMO energy is -0.3505 Ha.


Which structure loses on stability? <three> does.


<one>
The following is a quantum chemistry calculation of 2 unconnected molecules or ions with the total composition CH6NPS, from the OMol25 dataset.

```
10
Properties=species:S:1:pos:R:3:mulliken_charge:R:1
S 3.06 1.18 0.22 -0.25
P 2.11 -0.59 -0.36 0.11
N -2.42 0.76 0.59 -0.66
C 2.79 -1.71 0.72 -0.57
H 2.50 -2.76 0.69 0.26
H -2.43 1.80 0.64 0.22
H -3.23 0.64 0.02 0.22
H -1.59 0.49 -0.02 0.21
H 2.23 1.98 -0.48 0.15
H 3.46 -1.59 1.46 0.29
```

The net charge is 0. As for the HOMO-LUMO gap: 9.00 eV. The value obtained for the HOMO energy is -0.3273 Ha.


<two>
The following is a quantum chemistry calculation of 2 unconnected molecules or ions with the total composition CH6NPS, from the OMol25 dataset.

```
10
Properties=species:S:1:pos:R:3:mulliken_charge:R:1
S 1.10 0.44 0.53 -0.11
P 0.69 -0.71 -1.21 0.09
N 1.56 0.17 -2.41 -0.53
C -0.10 -0.20 1.68 -0.80
H -0.34 -1.34 1.66 0.29
H 0.04 0.12 2.73 0.30
H -1.15 0.15 1.56 0.22
H -2.01 0.93 -0.22 0.01
H 1.22 -0.23 -3.29 0.26
H 1.44 1.17 -2.33 0.26
```

The net charge is 0. As for the HOMO-LUMO gap (spin up / spin down): 6.27 / 9.05 eV. The value obtained for the HOMO energy (spin up / spin down) is -0.2548 / -0.3385 Ha.


<three>
The following is a quantum chemistry calculation of 2 unconnected molecules or ions with the total composition CH6NPS, from the OMol25 dataset.

```
10
Properties=species:S:1:pos:R:3:mulliken_charge:R:1
S -1.01 -1.09 -1.60 -0.17
P 1.60 1.29 -0.24 0.19
N 2.18 0.92 1.12 -0.46
C -1.36 -0.39 0.06 -0.50
H -2.23 0.27 0.10 0.29
H -0.64 0.30 0.37 -0.03
H 1.67 0.14 1.64 0.28
H 2.62 2.18 -0.62 0.05
H -1.26 -1.34 0.70 0.25
H -1.57 -2.28 -1.53 0.11
```

The net charge is 0. As for the HOMO-LUMO gap: 8.91 eV. The value obtained for the HOMO energy is -0.3356 Ha.


Which structure loses on stability? <two> does.


<one>
The following is a quantum chemistry calculation of a molecular structure, C2H2Cl3NO, from the OMol25 dataset.

```
9
Properties=species:S:1:pos:R:3:mulliken_charge:R:1
Cl 2.43 1.65 0.04 -0.15
Cl 2.60 -1.02 -1.06 -0.10
Cl 2.03 -0.72 1.62 -0.20
O -0.19 -1.34 -0.59 -0.30
N -0.68 -0.48 0.51 -0.36
C 0.28 0.13 -0.24 -0.32
C 1.75 0.00 0.03 0.65
H -0.20 -0.88 1.27 0.32
H -0.21 0.76 -0.88 0.47
```

The net charge is 0. As for the HOMO-LUMO gap: 10.77 eV. The value obtained for the HOMO energy is -0.3768 Ha.


<two>
The following is a quantum chemistry calculation of 2 unconnected molecules or ions with the total composition C2H2Cl3NO, from the OMol25 dataset.

```
9
Properties=species:S:1:pos:R:3:mulliken_charge:R:1
Cl -1.26 -0.75 -1.91 -0.10
Cl 2.45 -0.83 1.52 -0.16
Cl 0.06 1.90 -0.82 -0.13
O 1.60 -0.20 -0.79 -0.12
N 1.38 -0.98 0.05 0.25
C -1.15 -0.25 -0.22 -0.31
C -0.82 0.93 0.29 -0.17
H -1.58 -0.87 0.59 0.34
H -0.70 1.05 1.30 0.40
```

The net charge is 0. As for the HOMO-LUMO gap: 8.97 eV. The value obtained for the HOMO energy is -0.3637 Ha.


Which structure loses on stability? <two> does.


<one>
The following is a quantum chemistry calculation of a molecular structure, C12H18F2N3NiO13S2, from the OMol25 dataset.

```
51
Properties=species:S:1:pos:R:3:lowdin_spin:R:1
Ni -0.02 0.53 0.01 1.76
S -1.52 3.57 -0.09 0.00
S 0.75 3.44 -1.03 0.00
F 1.54 2.26 -1.73 0.00
F -2.39 2.88 1.06 0.00
O -4.01 0.26 0.78 0.01
O 0.44 0.35 3.91 0.00
O -2.47 3.64 -1.15 0.00
O 0.19 -0.21 -1.93 0.03
O -1.10 4.78 0.54 0.01
O -0.61 1.01 2.14 0.02
O -2.14 0.14 -0.27 0.01
O 4.66 -1.95 3.54 0.00
O 0.01 -1.40 0.88 0.05
O 0.23 4.13 -2.15 0.00
O 1.99 0.41 0.53 0.06
O 2.85 -3.92 3.59 0.00
O 1.72 4.04 -0.20 0.00
N -3.15 -0.36 0.21 0.00
N -0.38 2.45 -0.26 0.02
N -0.53 0.76 3.34 0.00
C -0.34 0.43 -3.10 0.00
C -1.77 1.02 4.11 0.00
C -3.43 -1.77 -0.14 0.00
C 2.20 -0.57 1.35 0.01
C 2.23 -1.03 -3.03 0.00
C 2.59 -2.97 2.88 0.00
C 3.38 -0.67 2.02 0.00
C 1.37 -2.79 2.13 0.00
C 1.04 -1.33 -2.14 0.00
C 1.16 -1.64 1.43 0.00
C 3.66 -1.80 2.86 0.00
C -1.21 -0.48 -3.95 0.00
H 4.12 0.12 1.95 0.00
H -2.63 1.04 3.45 0.00
H -3.23 -2.40 0.72 0.00
H -1.76 0.12 -4.68 0.00
H 2.89 -1.90 -3.03 0.00
H -0.55 -1.17 -4.49 0.00
H 2.84 -0.19 -2.68 0.00
H -4.46 -1.83 -0.48 0.00
H -2.71 -2.08 -0.90 0.00
H 0.63 -3.58 2.09 0.00
H 1.34 -1.78 -1.21 0.00
H -0.89 1.27 -2.66 0.00
H 0.46 0.88 -3.69 0.00
H 1.96 -0.80 -4.06 0.00
H 0.46 -2.11 -2.65 0.00
H -1.65 1.98 4.61 0.00
H -1.84 0.25 4.87 0.00
H -1.88 -1.03 -3.30 0.00
```

The net charge is -1. As for the expectation value of S²: 2.004. The spin multiplicity is 3. As for the HOMO-LUMO gap (spin up / spin down): 5.79 / 5.71 eV. The value obtained for the HOMO energy (spin up / spin down) is -0.1643 / -0.1636 Ha.


<two>
The following is a quantum chemistry calculation of a molecular structure, C12H18F2N3NiO13S2, from the OMol25 dataset.

```
51
Properties=species:S:1:pos:R:3:lowdin_spin:R:1
Ni -7.42 4.05 13.84 1.76
S -10.24 5.22 12.49 0.01
S -9.01 3.52 11.11 0.00
F -7.60 2.85 11.23 0.00
F -10.35 5.47 14.09 0.00
O -8.37 3.04 15.31 0.02
O -7.77 6.30 14.18 0.01
O -7.68 8.23 15.12 0.00
O -11.46 4.57 12.19 0.01
O -4.21 5.72 15.95 0.00
O -6.11 2.48 13.59 0.07
O -8.97 4.36 9.97 0.00
O -9.91 2.42 11.11 0.00
O -10.04 6.53 11.99 0.00
O -6.08 4.68 15.79 0.01
O -1.50 4.25 11.46 0.00
O -5.92 5.01 12.69 0.06
O -1.71 1.69 12.27 0.00
N -7.60 7.50 14.16 0.00
N -8.92 4.32 12.59 0.02
N -5.36 5.55 16.26 0.00
C -4.97 2.86 13.10 0.01
C -2.58 3.90 11.90 0.00
C -5.99 6.47 17.23 0.00
C -8.50 3.47 17.69 0.00
C -4.87 4.26 12.60 0.01
C -2.71 2.38 12.31 0.00
C -8.79 1.68 15.20 0.00
C -3.68 4.78 12.14 0.00
C -10.14 1.54 14.50 0.00
C -7.37 8.11 12.82 0.00
C -3.97 1.96 12.88 0.00
C -9.04 3.80 16.32 0.00
H -8.76 2.47 18.03 0.00
H -8.34 8.41 12.44 0.00
H -6.79 9.01 13.04 0.00
H -5.62 6.24 18.23 0.00
H -7.06 6.39 17.17 0.00
H -10.13 1.87 13.46 0.00
H -5.68 7.49 17.02 0.00
H -10.95 2.02 15.05 0.00
H -8.86 4.84 16.06 0.00
H -8.81 1.18 16.17 0.00
H -6.83 7.41 12.20 0.00
H -10.13 3.73 16.23 0.00
H -10.37 0.47 14.48 0.00
H -7.42 3.63 17.71 0.00
H -8.07 1.17 14.56 0.00
H -8.90 4.18 18.43 0.00
H -4.07 0.92 13.16 0.00
H -3.66 5.81 11.83 0.00
```

The net charge is -1. As for the expectation value of S²: 2.004. The spin multiplicity is 3. As for the HOMO-LUMO gap (spin up / spin down): 6.05 / 6.00 eV. The value obtained for the HOMO energy (spin up / spin down) is -0.1617 / -0.1609 Ha.


Which structure loses on stability? <one> does.


<one>
The following is a quantum chemistry calculation of a single C4H9N molecule, from the OMol25 dataset.

```
14
Properties=species:S:1:pos:R:3:mulliken_charge:R:1
N 0.52 1.49 -0.79 -0.67
C -0.76 -0.63 -0.35 -0.25
C -0.58 -1.94 -0.56 -0.73
C 0.37 0.56 1.55 -1.18
C 0.38 0.27 0.05 0.40
H -0.54 1.03 1.90 0.35
H 0.41 -2.46 -0.24 0.20
H 0.39 -0.45 2.03 0.33
H 0.36 1.36 -1.82 0.24
H 1.25 -0.41 -0.22 0.18
H 1.27 1.16 1.80 0.32
H -0.15 2.28 -0.52 0.25
H -1.71 -0.02 -0.63 0.23
H -1.41 -2.52 -0.83 0.33
```

The net charge is 0. As for the HOMO-LUMO gap: 10.27 eV. The value obtained for the HOMO energy is -0.3331 Ha.


<two>
The following is a quantum chemistry calculation of a molecular structure, C4H9N, from the OMol25 dataset.

```
14
Properties=species:S:1:pos:R:3:mulliken_charge:R:1
N 0.16 0.85 -1.29 -0.57
C -0.43 -0.14 1.03 -0.45
C -0.22 -0.16 -0.39 0.28
C 0.51 0.92 1.75 -0.95
C -0.13 -1.53 -1.15 -1.11
H 0.20 -1.45 -2.21 0.33
H 0.82 0.28 2.62 0.27
H -1.40 -0.26 1.47 0.36
H 0.84 0.38 -0.57 0.32
H 1.34 1.25 1.08 0.33
H -0.45 1.60 -0.93 0.33
H -1.24 -1.73 -1.25 0.28
H 0.38 -2.34 -0.70 0.34
H -0.03 1.84 2.16 0.24
```

The net charge is 0. As for the HOMO-LUMO gap: 8.14 eV. The value obtained for the HOMO energy is -0.2773 Ha.


Which structure loses on stability? <two> does.